Entry 1:
Below is a molecular structure, C33H33LiN8S, with properties calculated with ωB97M-V/def2-TZVPD.

Calculated values
**Gap between HOMO and LUMO**: 2.99 eV
**Relative energy (zero: lowest compared OMol25 entry of this formula, charge and spin)**: 4.453 eV
**Calculated total energy**: -57713.234 eV
**Molecular weight**: 580.69 g mol⁻¹
**LUMO level**: 4.214 eV

```
! RIJCOSX wB97M-V def2-TZVPD def2/J DEFGRID3
* xyz -2 1
Li 12.1173 13.5777 9.2549
N 13.1687 14.7820 12.0443
C 11.9038 15.0851 11.8338
N 11.1995 15.2698 12.9905
C 9.8925 15.3308 12.9403
N 9.1407 15.2979 14.0481
N 9.3441 15.2896 11.7065
C 10.1245 15.3099 10.5358
N 11.4642 15.1970 10.5771
C 10.0733 15.4843 7.9304
C 10.0288 16.5975 7.0550
C 10.6523 16.5174 5.8465
C 11.2696 15.3538 5.4539
C 11.4047 14.3722 6.4021
N 10.8980 14.4448 7.6266
H 13.5386 14.8132 13.0000
H 13.7771 14.5438 11.3193
H 9.6531 15.5375 14.9178
H 8.1680 15.5517 14.0178
H 9.7783 17.6152 7.3624
H 10.6957 17.3791 5.1661
H 11.7634 15.2054 4.5070
H 11.8790 13.3498 6.2965
C 12.6428 6.7335 9.5620
C 12.5948 7.9008 10.6400
C 12.5089 7.2964 12.0559
C 13.9576 8.6145 10.5149
C 11.4216 8.7991 10.4128
C 10.1307 8.2223 10.3205
C 8.9987 8.9966 10.0643
C 9.1363 10.3403 9.9782
S 7.8685 11.5081 9.7866
C 9.1322 12.7344 9.6014
N 10.3885 12.3096 9.7228
C 10.3850 10.9672 10.0430
C 11.5378 10.1567 10.2889
C 8.7438 14.1409 9.8335
C 8.1107 14.4970 11.1736
C 6.9122 15.4278 11.0169
C 6.9953 16.3801 10.0595
C 8.1701 16.4759 9.2983
C 9.2609 15.4391 9.2284
H 13.6108 6.2629 9.3592
H 12.2750 7.1878 8.6239
H 11.8600 5.9876 9.8106
H 13.3513 6.6265 12.1819
H 11.6611 6.6010 12.1373
H 12.3758 7.9950 12.8604
H 14.7452 7.8129 10.5367
H 14.1262 9.3486 11.3230
H 14.0827 9.1214 9.5436
H 9.8986 7.1383 10.5909
H 8.0318 8.5875 9.7722
H 12.5147 10.6491 10.2422
H 7.8423 13.7160 11.8386
H 6.0274 15.3839 11.6460
H 6.2628 17.2037 9.9645
H 8.3316 17.2784 8.5585
C 16.4439 13.7485 10.7654
C 16.2415 13.2790 9.3638
C 17.3439 12.9380 8.6625
C 17.2489 12.1785 7.5153
C 16.0066 11.6088 7.0896
C 14.8587 11.9680 7.7256
C 13.6059 11.2878 7.3426
C 14.8923 12.8310 8.9178
N 13.9853 13.4318 9.4915
H 17.5308 13.8751 10.8237
H 16.0756 12.9926 11.4345
H 15.8669 14.6819 10.9946
H 18.3164 13.2980 8.9342
H 18.1404 12.0035 6.8652
H 15.9616 11.0388 6.1409
H 13.2979 11.6014 6.3289
H 12.7464 11.6755 7.9622
H 13.6598 10.1569 7.3151
*
```



Entry 2:
Below is a molecular structure, C33H33MoN4O7SeSi, with properties calculated with ωB97M-V/def2-TZVPD.

Calculated values
**Gap between HOMO and LUMO (alpha / beta)**: 6.71 / 6.76 eV
**Relative energy (zero: lowest compared OMol25 entry of this formula, charge and spin)**: 2.661 eV
**Calculated total energy**: -130123.493 eV
**Molecular weight**: 800.63 g mol⁻¹
**LUMO level (alpha / beta)**: -4.201 / -3.819 eV

```
! RIJCOSX wB97M-V def2-TZVPD def2/J DEFGRID3
* xyz 1 3
Mo -1.1597 0.0300 -0.6353
C -3.6734 2.8014 1.4416
C -3.4037 1.3924 1.0710
O -2.3058 1.1062 0.5356
N -4.2824 0.4199 1.2701
C -4.1248 -0.9007 0.6517
C -3.0286 -1.7673 1.2353
C -3.3449 -2.7289 2.1788
C -2.3637 -3.5959 2.6386
C -1.0806 -3.4869 2.1328
C -0.8255 -2.4929 1.2076
N -1.7667 -1.6449 0.7675
H -3.8433 3.3347 0.5019
H -2.7810 3.2233 1.9031
H -4.5373 2.9042 2.0934
H -5.1863 0.6691 1.6396
H -3.9787 -0.7685 -0.4270
H -5.0718 -1.4154 0.8015
H -4.3598 -2.8043 2.5415
H -2.6061 -4.3511 3.3729
H -0.2811 -4.1381 2.4508
H 0.1711 -2.3502 0.8119
O -2.3102 1.5612 -4.3636
Se -2.5068 1.3423 -2.8041
O -3.3014 2.4371 -1.9404
O -0.8631 1.2888 -2.0123
O -2.8693 -0.2003 -2.2848
C 0.5566 -1.6234 4.8907
C 1.7054 -1.7003 4.1205
C 1.8022 -0.9815 2.9346
C 0.7507 -0.1850 2.4855
C -0.3936 -0.1105 3.2895
C -0.4946 -0.8133 4.4771
Si 0.7795 0.7739 0.8565
C 0.4372 2.5793 1.2789
C 0.6713 3.0538 2.5734
C 0.4273 4.3784 2.9081
C -0.0535 5.2590 1.9508
C -0.2836 4.8110 0.6573
C -0.0418 3.4861 0.3280
C 2.4440 0.5912 0.0116
C 3.1536 1.7156 -0.4125
C 4.3675 1.5868 -1.0740
C 4.8942 0.3299 -1.3252
C 4.2050 -0.8046 -0.9154
C 2.9938 -0.6670 -0.2572
H 0.4869 -2.1733 5.8195
H 2.5374 -2.3088 4.4490
H 2.7188 -1.0401 2.3602
H -1.2198 0.5275 2.9860
H -1.3839 -0.7249 5.0879
H 1.0467 2.3831 3.3365
H 0.6177 4.7229 3.9160
H -0.2404 6.2924 2.2094
H -0.6533 5.4925 -0.0973
H -0.2345 3.1595 -0.6874
H 2.7576 2.7061 -0.2229
H 4.9047 2.4724 -1.3875
H 5.8423 0.2292 -1.8369
H 4.6027 -1.7879 -1.1214
H 2.4659 -1.5681 0.0448
O 1.9242 1.0712 -4.0728
C 1.9313 0.1035 -5.0944
N 2.9058 -0.9411 -4.8794
C 2.7678 -1.9749 -4.0101
O 3.6740 -2.7220 -3.7123
C 1.4006 -2.2069 -3.4115
C 0.7183 -3.3876 -3.6683
C -0.4860 -3.6279 -3.0239
C -0.9602 -2.6896 -2.1318
N -0.2939 -1.5540 -1.8710
C 0.8624 -1.3071 -2.5056
H 2.6525 1.6893 -4.1927
H 2.1147 0.5439 -6.0758
H 0.9336 -0.3333 -5.0972
H 3.8623 -0.7779 -5.1623
H 1.1325 -4.1108 -4.3579
H -1.0577 -4.5244 -3.2121
H -1.9127 -2.8169 -1.6354
H 1.3454 -0.3609 -2.2997
*
```